{"formula": "C5H9N2", "method": "ωB97M-V/def2-TZVPD", "total_charge": 1, "de_lowest_kcal_mol": 56.3, "gap_ev": 10.14, "elements": ["C", "N", "C", "C", "C", "N", "C", "H", "H", "H", "H", "H", "H", "H", "H", "H"], "coordinates": [[-2.245, 0.050, -0.215], [-0.791, 0.024, 0.010], [-0.078, -1.238, 0.161], [1.216, -1.281, -0.100], [1.930, 0.021, -0.294], [1.123, 1.184, 0.284], [-0.154, 1.117, 0.301], [-2.503, 0.475, -1.274], [-2.851, -0.978, -0.111], [-2.686, 0.740, 0.450], [-0.493, -2.155, 0.524], [1.957, -2.095, -0.023], [2.848, -0.041, 0.277], [1.994, 0.204, -1.316], [1.528, 1.922, 0.831], [-0.794, 2.052, 0.496]], "atomic_forces_ev_per_a": [[-1.815, -1.380, -2.490], [-0.923, -2.638, 0.402], [0.938, -0.185, -0.796], [0.888, 0.914, 0.802], [-1.021, 0.642, 1.880], [1.760, -1.126, 0.071], [-2.536, 2.119, -0.007], [0.731, -1.035, 1.746], [2.053, 2.169, -0.110], [-0.497, 0.698, 1.020], [-1.353, 0.134, -0.076], [-1.250, -0.094, 0.154], [0.374, 0.347, -0.492], [0.912, 0.628, -1.776], [0.585, 0.241, -0.214], [1.155, -1.433, -0.115]], "mulliken_charge": [-0.85, 0.10, -0.16, -0.54, -0.44, -0.12, 0.04, 0.31, 0.30, 0.37, 0.37, 0.35, 0.40, 0.28, 0.27, 0.32]}